No. 1
Molecular formula: C3H8O3
Method: DFT, wB97M-V/def2-TZVPD

Computed properties:
E_tot: -344.75405 Eh
LUMO: 0.66 eV
SMILES string: O=CCCO.O

Structure (ORCA input):
```
! RIJCOSX wB97M-V def2-TZVPD def2/J DEFGRID3
* xyz 0 1
O 1.360 0.881 2.428
O 0.294 0.834 -1.793
O 0.561 -2.042 0.040
C -1.091 -0.565 -0.635
C -0.677 -1.911 -0.021
C -0.207 0.653 -0.430
H 1.977 0.284 2.018
H -0.997 -0.850 -1.757
H -1.455 -2.639 0.220
H 0.747 0.595 0.101
H 1.724 1.777 2.229
H -0.703 1.579 -0.112
H -2.034 -0.414 -0.412
H 0.501 1.819 -1.877
*
```

No. 2
Molecular formula: C41H14BiBr2Cl5F4N10O3
Method: DFT, wB97M-V/def2-TZVPD

Computed properties:
E_tot: -10407.06945 Eh
LUMO: -3.40 eV

Structure (ORCA input):
```
! RIJCOSX wB97M-V def2-TZVPD def2/J DEFGRID3
* xyz 0 1
Bi -0.105 0.189 -0.469
Br 1.127 4.723 5.480
Br 0.855 5.202 -0.136
Cl -4.526 -4.140 1.811
Cl -5.733 -0.875 -4.492
Cl -2.053 -5.201 2.919
Cl -3.636 -2.940 -5.619
Cl -2.734 -5.703 0.135
F 5.335 3.857 3.348
F 4.052 -1.406 3.153
F 4.381 -0.276 5.485
F 4.991 2.732 1.019
O 1.035 -1.458 -4.371
O 0.526 2.276 -0.016
O -3.426 2.645 -1.865
N -2.403 1.469 1.234
N -1.589 -2.363 0.772
N -0.176 -0.558 -2.620
N 3.911 1.424 7.924
N 1.957 0.684 -1.749
N 5.369 4.983 6.160
N 2.790 -2.114 0.387
N 5.135 1.059 -1.293
N -2.000 0.904 -1.433
N 0.730 0.566 2.220
C -2.135 -3.322 1.079
C -1.854 -1.705 -4.023
C -4.105 -0.870 -3.926
C -3.077 3.704 0.720
C 1.054 4.680 2.658
C 4.331 -0.113 3.200
C 4.163 0.824 -0.501
C 0.627 -0.210 3.270
C 0.844 1.905 2.376
C -2.428 0.084 -2.482
C 4.185 1.043 -3.545
C 4.258 1.777 -2.253
C 4.346 1.870 6.958
C 4.081 0.075 0.755
C 1.065 3.890 3.775
C -2.608 1.730 2.523
C -3.740 0.031 -2.939
C -3.169 -1.760 -4.451
C 4.788 1.876 4.542
C 4.429 0.616 1.961
C -2.695 2.036 -1.105
C -3.238 3.981 2.068
C 0.753 2.728 1.204
C 0.958 2.489 3.670
C 0.917 -0.781 -3.361
C 4.848 1.990 2.105
C 3.193 0.193 -3.785
C 4.788 2.507 5.761
C -2.831 -4.539 1.468
C 5.015 2.576 3.304
C 3.049 1.514 -1.292
C 2.076 0.051 -2.861
C 3.411 -1.171 0.610
C -1.473 -0.779 -3.060
C -2.665 2.432 0.349
C 4.498 0.470 4.399
C 0.875 1.617 4.780
C 0.906 4.099 1.397
C 0.676 0.277 4.588
C -3.034 2.964 2.988
C 5.121 3.882 5.944
H -1.116 -2.370 -4.441
H -3.273 4.439 -0.047
H 4.980 1.215 -4.260
H 1.123 5.755 2.748
H -4.482 0.700 -2.534
H 0.944 2.026 5.779
H -3.193 3.124 4.045
H 0.495 -1.269 3.069
H 4.566 2.814 -2.384
H 0.584 -0.398 5.428
H -3.537 4.968 2.394
H 2.655 2.393 -0.785
H -2.428 0.907 3.208
H 3.117 -0.367 -4.706
*
```

No. 3
Molecular formula: C2H2BrClO
Method: DFT, wB97M-V/def2-TZVPD

Computed properties:
E_tot: -3186.76031 Eh
LUMO: 0.32 eV

Structure (ORCA input):
```
! RIJCOSX wB97M-V def2-TZVPD def2/J DEFGRID3
* xyz 0 1
Br 0.176 -2.001 -0.532
Cl 2.035 0.657 -0.466
O -0.196 2.064 -0.633
C -0.637 -0.641 0.368
C 0.406 1.117 -0.402
H -1.611 -0.450 0.340
H -0.173 -0.746 1.325
*
```

No. 4
Molecular formula: C25H41N3O4S
Method: DFT, wB97M-V/def2-TZVPD

Computed properties:
E_tot: -1840.46404 Eh
LUMO: -1.07 eV
SMILES string: CCSCC1=CC(=O)c2cc(ON=O)ccc2C1=O.CCN(CC)CC.CCN(CC)CC

Structure (ORCA input):
```
! RIJCOSX wB97M-V def2-TZVPD def2/J DEFGRID3
* xyz 0 1
S -1.895 -0.930 -0.166
O 3.570 -2.299 -2.550
O 2.971 1.640 -5.847
O 1.011 0.889 0.179
O 1.047 1.915 -6.863
N -5.518 -3.364 2.322
N 2.054 2.441 -6.699
N 5.028 4.132 0.344
C 1.090 0.141 -0.767
C 4.757 2.842 0.953
C -6.360 -4.517 2.056
C -2.224 0.187 -2.690
C -3.950 -3.869 0.469
C 2.568 -1.672 -2.297
C 1.741 2.220 -3.849
C 1.509 -2.181 -1.383
C 5.829 5.009 1.178
C -2.030 -1.149 -1.952
C 2.474 1.307 -4.610
C 3.902 4.747 -0.337
C 2.301 -0.318 -2.870
C 2.620 5.000 0.468
C 2.764 0.038 -4.127
C -5.697 -2.727 3.614
C -4.127 -3.500 1.932
C 1.292 1.859 -2.589
C 1.565 0.586 -2.104
C 4.174 1.841 -0.030
C -0.320 -1.749 0.257
C 5.235 5.487 2.509
C -5.164 -3.448 4.858
C -5.961 -5.861 2.681
C 0.784 -1.325 -0.654
H -3.581 -4.232 2.550
H -2.892 -3.836 0.210
H -6.763 -2.525 3.748
H 1.792 5.200 -0.216
H 1.358 -3.252 -1.338
H -6.200 -5.912 3.742
H -4.896 -6.064 2.561
H 4.082 2.912 1.821
H -0.115 -1.488 1.292
H -1.756 0.990 -2.122
H 4.812 4.663 3.085
H -3.281 0.421 -2.806
H 4.251 5.688 -0.771
H 3.644 4.119 -1.194
H 4.812 1.744 -0.911
H -5.166 -2.762 5.707
H 4.091 0.860 0.442
H -5.781 -4.302 5.133
H 0.737 2.552 -1.971
H 6.110 5.881 0.580
H 3.175 2.129 -0.351
H -1.144 -1.647 -2.347
H -3.645 -2.533 2.099
H -0.469 -2.821 0.132
H -7.378 -4.263 2.363
H 2.340 4.133 1.069
H 5.705 2.453 1.334
H 6.766 4.484 1.390
H 1.523 3.207 -4.234
H -4.311 -4.875 0.248
H 2.708 5.861 1.129
H -6.504 -6.669 2.187
H 6.019 5.943 3.116
H -6.417 -4.650 0.973
H -1.757 0.154 -3.674
H -2.868 -1.814 -2.166
H -4.477 -3.161 -0.173
H 3.336 -0.661 -4.720
H -4.139 -3.794 4.721
H 4.460 6.239 2.365
H -5.218 -1.744 3.557
*
```

No. 5
Molecular formula: C14H19NO3S
Method: DFT, wB97M-V/def2-TZVPD

Computed properties:
E_tot: -1223.53617 Eh
LUMO: 0.44 eV
SMILES string: COc1cc(SC)ccc1C(=O)NC[C@H]1CCCO1

Structure (ORCA input):
```
! RIJCOSX wB97M-V def2-TZVPD def2/J DEFGRID3
* xyz 0 1
S -0.824 -4.464 -2.653
O -0.849 3.947 2.009
O -2.359 0.620 1.367
O 1.325 -0.512 -0.047
N -0.170 0.600 1.911
C 0.899 -4.596 -3.213
C -2.115 -1.717 -0.081
C 2.535 -0.724 -0.736
C -0.827 -3.093 -1.545
C -2.048 -2.774 -0.958
C -1.396 3.613 0.745
C 0.231 -1.280 -0.353
C -0.994 -0.959 0.254
C -0.230 1.714 2.821
C 0.936 2.984 0.874
C -1.239 0.165 1.209
C -0.232 3.085 -0.116
C 0.239 3.084 2.240
C 0.301 -2.342 -1.247
H 2.409 -0.606 -1.816
H 0.372 1.470 3.700
H 2.956 -1.711 -0.518
H 1.190 -3.696 -3.747
H -2.922 -3.356 -1.200
H 1.242 -2.584 -1.711
H 1.510 2.069 0.754
H -3.052 -1.440 0.376
H -2.169 2.844 0.863
H 0.864 3.579 2.989
H 0.918 -5.445 -3.890
H -0.002 3.763 -0.936
H -0.483 2.111 -0.536
H -1.853 4.520 0.345
H 1.554 -4.788 -2.367
H 3.217 0.043 -0.371
H 1.607 3.836 0.758
H 0.734 0.210 1.702
H -1.273 1.829 3.125
*
```

Calculated maximum force (hartree/bohr), listed in the same order as above: 0.0998 0.0262 0.1283 0.0137 0.0125